# 1
# C29H54F4N3O8PS6

A cluster of 7 separate species, C29H54F4N3O8PS6 in total at a distorted geometry (ωB97M-V/def2-TZVPD, OMol25).

Properties
E = -5033.33649 a.u.
HOMO energy = -8.041 eV

ORCA input file:
```
! RIJCOSX wB97M-V def2-TZVPD def2/J DEFGRID3
* xyz 0 1
C 2.067 -5.611 -1.525
C 2.078 -5.409 -2.718
C 1.830 -4.840 -4.113
C 1.761 -3.258 -4.106
C 1.122 -2.796 -2.764
C 0.573 -1.351 -2.814
C -0.764 -1.178 -3.081
C -1.382 0.154 -3.107
C -2.879 0.178 -3.399
F -3.341 1.304 -3.963
F -3.131 -0.820 -4.314
F -3.619 -0.170 -2.315
C -0.585 1.255 -2.853
C -1.154 2.677 -2.809
C -2.144 2.791 -1.593
C -2.102 4.174 -0.916
F -1.856 1.819 -0.598
C 0.844 1.084 -2.611
N 1.565 2.214 -2.377
C 2.852 2.002 -2.173
C 3.417 0.672 -2.178
P 5.256 0.504 -1.890
N 5.512 -0.282 -0.562
O 5.937 1.989 -1.893
O 5.844 -0.289 -3.190
N 2.768 -0.468 -2.359
C 1.451 -0.202 -2.586
H 2.053 -5.615 -0.442
H 2.647 -5.202 -4.761
H 0.845 -5.230 -4.441
H 2.799 -2.866 -4.156
H 1.197 -2.939 -5.001
H 0.261 -3.431 -2.470
H 1.911 -2.796 -1.987
H -1.382 -2.072 -3.247
H -0.401 3.465 -2.656
H -1.747 2.925 -3.711
H -3.196 2.605 -1.896
H -2.641 4.946 -1.503
H -1.041 4.437 -0.735
H -2.597 4.161 0.080
H 3.484 2.881 -1.982
H 6.026 -1.133 -0.797
H 5.449 2.483 -1.208
H 5.847 -1.238 -3.001
C 1.711 2.611 1.322
S 1.851 4.384 1.559
O 2.290 4.972 0.257
C 3.293 4.329 2.640
H 0.881 2.424 0.639
H 2.634 2.220 0.893
H 1.509 2.131 2.275
H 4.122 3.835 2.136
H 3.039 3.795 3.551
H 3.573 5.354 2.886
C 3.252 -1.025 3.727
S 2.993 0.663 4.288
O 3.655 1.560 3.302
C 4.075 0.543 5.726
H 2.694 -1.164 2.805
H 4.314 -1.194 3.543
H 2.883 -1.719 4.484
H 5.083 0.269 5.413
H 3.679 -0.203 6.417
H 4.100 1.515 6.218
C -1.261 -1.440 1.236
S -0.821 -0.656 2.795
O 0.566 -0.128 2.650
C -0.720 -2.178 3.750
H -1.340 -0.666 0.473
H -0.489 -2.156 0.951
H -2.222 -1.944 1.343
H 0.017 -2.848 3.303
H -1.699 -2.657 3.775
H -0.417 -1.929 4.765
C -1.074 -0.420 8.399
S -2.675 -0.324 7.581
O -2.706 -1.386 6.537
C -2.361 1.240 6.746
H -1.031 -1.354 8.957
H -0.276 -0.403 7.655
H -0.967 0.419 9.087
H -1.480 1.150 6.109
H -2.210 2.024 7.489
H -3.228 1.482 6.134
C -5.784 5.133 3.142
S -4.950 4.620 1.630
O -3.902 5.631 1.339
C -6.338 4.952 0.532
H -5.080 5.044 3.967
H -6.110 6.169 3.051
H -6.640 4.482 3.324
H -6.629 6.001 0.610
H -7.176 4.307 0.800
H -6.027 4.736 -0.488
C -1.364 -7.063 -7.979
S -1.590 -5.420 -7.279
O -0.269 -4.973 -6.761
C -2.569 -5.953 -5.865
H -0.737 -6.974 -8.865
H -0.875 -7.712 -7.251
H -2.333 -7.475 -8.260
H -2.002 -6.673 -5.272
H -3.499 -6.402 -6.215
H -2.795 -5.079 -5.256
*
```

Atom charges from the Löwdin analysis, given in e for atoms 1 to 2: atom 1 (C): 0.0736, atom 2 (C): -0.1446

***

# 2
# C29H55BCl17F5O6PS

A cluster of 9 separate species, C29H55BCl17F5O6PS in total at a distorted geometry (ωB97M-V/def2-TZVPD, OMol25).

Properties
E = -10676.59815 a.u.
HOMO energy = -4.499 eV

ORCA input file:
```
! RIJCOSX wB97M-V def2-TZVPD def2/J DEFGRID3
* xyz -1 1
O 2.159 3.256 2.814
B 3.150 3.056 1.870
O 4.453 3.269 2.270
O 2.929 2.625 0.570
C 2.461 3.646 -0.373
C 3.421 4.800 -0.636
C 2.646 5.995 -1.190
C 1.891 6.749 -0.178
O 3.121 7.246 -0.778
O 1.198 3.993 0.037
P -0.089 3.496 -1.059
S -1.637 3.067 -2.599
C -0.818 2.410 0.324
C -1.821 1.324 -0.067
C -2.121 0.458 1.177
Cl -0.792 -0.654 1.597
O 0.939 2.248 -1.690
C 2.216 2.808 -1.693
C 3.364 1.920 -2.146
C 3.386 0.547 -1.425
C 4.733 0.412 -0.694
C 4.927 -0.927 -0.026
F 6.262 -1.128 0.217
F 4.539 -1.954 -0.838
C 4.156 -1.100 1.314
F 4.770 -1.987 2.124
F 2.916 -1.554 1.047
F 4.033 0.059 1.987
H 1.898 2.385 3.138
H 5.002 3.407 1.491
H 4.140 4.587 -1.427
H 3.871 5.233 0.260
H 2.201 5.895 -2.164
H 1.099 7.409 -0.491
H 2.019 6.358 0.819
H -0.888 4.585 -0.511
H 0.404 4.508 -1.960
H -0.935 2.768 -3.702
H 0.026 1.910 0.804
H -1.276 3.067 1.065
H -1.399 0.672 -0.829
H -2.791 1.729 -0.348
H -2.315 1.119 2.020
H -3.054 -0.075 0.992
H 2.189 3.570 -2.513
H 4.286 2.458 -1.930
H 3.255 1.747 -3.215
H 2.623 0.568 -0.650
H 3.285 -0.295 -2.102
H 5.577 0.557 -1.371
H 4.798 1.188 0.066
Cl 1.386 -0.021 4.811
C 0.908 -1.637 5.380
C -0.533 -1.667 5.817
Cl -0.798 -0.729 7.319
H 1.581 -1.935 6.181
H 1.047 -2.318 4.543
H -0.842 -2.689 6.026
H -1.191 -1.265 5.049
Cl 1.647 -3.868 2.153
C 1.139 -5.490 2.677
C -0.303 -5.521 3.107
Cl -0.569 -4.606 4.620
H 1.801 -5.806 3.480
H 1.280 -6.159 1.829
H -0.609 -6.549 3.298
H -0.957 -5.103 2.344
Cl 5.511 3.368 -6.123
C 4.595 4.890 -6.303
C 4.124 5.434 -4.979
Cl 2.863 4.410 -4.235
H 3.765 4.695 -6.978
H 5.265 5.606 -6.780
H 3.686 6.421 -5.124
H 4.942 5.524 -4.267
Cl -2.786 -3.255 1.194
C -4.183 -4.335 1.464
C -3.767 -5.650 2.062
Cl -2.820 -6.656 0.921
H -4.696 -4.467 0.513
H -4.865 -3.816 2.151
H -4.648 -6.227 2.330
H -3.164 -5.505 2.956
Cl -4.570 -0.043 4.716
C -4.182 0.216 6.438
C -5.348 -0.098 7.338
Cl -6.685 1.071 7.156
H -3.851 1.245 6.556
H -3.349 -0.440 6.676
H -5.028 -0.054 8.378
H -5.744 -1.091 7.141
Cl -6.679 -7.517 -3.941
C -5.103 -6.725 -3.669
C -4.736 -6.670 -2.209
Cl -5.789 -5.562 -1.293
H -5.147 -5.731 -4.106
H -4.359 -7.308 -4.210
H -3.718 -6.300 -2.099
H -4.797 -7.650 -1.744
Cl 6.239 4.402 -9.956
C 5.066 3.337 -10.773
C 3.643 3.692 -10.429
Cl 3.256 3.327 -8.731
H 5.296 2.310 -10.499
H 5.225 3.453 -11.844
H 2.959 3.110 -11.044
H 3.444 4.747 -10.601
Cl -6.857 -3.446 2.690
C -8.374 -4.332 3.025
C -8.143 -5.706 3.596
Cl -7.434 -6.823 2.402
H -8.942 -4.380 2.099
H -8.932 -3.729 3.740
H -9.095 -6.136 3.901
H -7.487 -5.673 4.463
*
```

Atom charges from the Löwdin analysis, given in e for atoms 1 to 2: atom 1 (O): 0.1753, atom 2 (B): -0.8329

***

# 3
# C29H55GaNO9S2

A structure of composition C29H55GaNO9S2 at a distorted geometry (ωB97M-V/def2-TZVPD, OMol25).

Properties
E = -4590.88147 a.u.
HOMO energy = -4.644 eV

ORCA input file:
```
! RIJCOSX wB97M-V def2-TZVPD def2/J DEFGRID3
* xyz -1 1
C -2.286 0.997 -0.466
C -2.628 2.554 -0.510
O -3.635 2.989 0.091
O -1.847 3.506 -1.239
C -2.093 3.369 -2.679
C -1.684 4.707 -3.488
C -0.088 4.862 -3.612
C 0.560 5.886 -2.537
C 1.357 4.983 -1.459
C 1.873 5.788 -0.174
Ga 2.827 4.372 1.045
C 1.910 2.547 0.743
C 0.663 2.254 1.685
N 0.332 0.975 1.860
S 5.000 4.218 0.171
C 5.166 2.390 -0.171
C 6.510 1.984 -0.928
O 7.600 2.348 -0.406
O 6.599 1.265 -2.156
C 5.707 0.132 -2.200
C 6.248 -1.169 -1.427
C 6.059 -1.124 0.165
O 5.656 -2.424 -1.916
C 4.246 -2.318 -2.026
O 3.468 -2.390 -1.036
C 3.513 -2.037 -3.449
S 1.993 -0.950 -3.220
H -2.123 0.721 0.635
H -3.178 0.377 -0.839
H -1.341 0.712 -1.034
H -3.228 3.215 -2.812
H -1.526 2.471 -3.094
H -2.105 4.634 -4.561
H -2.137 5.630 -2.978
H 0.356 3.818 -3.391
H 0.259 5.147 -4.671
H 1.220 6.683 -3.028
H -0.307 6.397 -1.979
H 0.596 4.208 -1.076
H 2.177 4.418 -2.023
H 2.694 6.502 -0.533
H 1.047 6.289 0.433
H 2.825 4.801 2.595
H 2.698 1.739 0.997
H 1.697 2.413 -0.378
H 0.020 3.030 2.216
H -0.486 0.899 2.488
H 5.215 1.880 0.863
H 4.217 2.085 -0.742
H 4.620 0.381 -1.895
H 5.632 -0.172 -3.313
H 7.383 -1.236 -1.618
H 7.092 -1.210 0.673
H 5.449 -2.017 0.564
H 5.550 -0.188 0.563
H 3.100 -3.055 -3.800
H 4.216 -1.594 -4.228
H 1.104 -1.621 -2.395
C -7.335 2.712 -0.702
C -8.243 1.523 -0.933
C -7.800 1.049 -2.304
O -6.410 1.374 -2.425
C -6.044 2.252 -1.348
H -7.214 2.975 0.350
H -7.728 3.587 -1.230
H -8.038 0.750 -0.185
H -9.306 1.767 -0.889
H -8.339 1.576 -3.099
H -7.939 -0.026 -2.441
H -5.431 1.682 -0.646
H -5.450 3.081 -1.735
C 1.772 -5.024 0.984
C 0.783 -6.069 0.521
C -0.427 -5.761 1.382
O -0.402 -4.351 1.646
C 0.875 -3.832 1.242
H 2.561 -4.813 0.260
H 2.243 -5.346 1.919
H 0.541 -5.908 -0.535
H 1.139 -7.094 0.637
H -0.374 -6.284 2.344
H -1.368 -6.027 0.893
H 0.725 -3.245 0.330
H 1.266 -3.173 2.020
C -1.676 -5.110 4.901
C -1.930 -6.597 5.018
C -2.568 -6.700 6.390
O -3.272 -5.472 6.614
C -2.885 -4.527 5.605
H -1.574 -4.762 3.872
H -0.763 -4.846 5.444
H -2.643 -6.913 4.250
H -1.030 -7.206 4.920
H -1.810 -6.800 7.175
H -3.262 -7.541 6.468
H -3.728 -4.410 4.915
H -2.676 -3.560 6.067
*
```

Atom charges from the Löwdin analysis, given in e for atoms 1 to 2: atom 1 (C): 0.0038, atom 2 (C): -0.4043

***

# 4
# C29H56F5N3O11P3

A cluster of 5 separate species, C29H56F5N3O11P3 in total at a distorted geometry (ωB97M-V/def2-TZVPD, OMol25).

Properties
E = -3653.89634 a.u.
HOMO energy = -5.199 eV

ORCA input file:
```
! RIJCOSX wB97M-V def2-TZVPD def2/J DEFGRID3
* xyz -1 1
C 0.678 -4.218 6.105
C 0.614 -3.715 4.637
O 1.915 -3.549 4.028
P 1.887 -2.508 2.742
O 3.304 -2.387 2.304
C 0.980 -3.255 1.305
C -0.585 -3.217 1.388
P -1.455 -1.726 0.547
C -3.112 -2.683 0.387
C -4.372 -1.872 0.007
O -4.454 -0.506 0.440
C -5.784 -0.047 0.394
C -6.414 0.212 1.774
F -5.847 1.227 2.449
F -6.536 -0.884 2.541
F -7.709 0.632 1.533
O 0.098 -0.750 0.547
C 0.170 0.066 -0.461
N -0.053 0.753 -1.362
P -0.832 -2.611 -1.434
N -1.710 -2.081 -2.672
N -1.821 -0.938 2.150
C -2.822 -1.379 2.971
O -2.944 -2.412 3.549
F -3.792 -0.429 3.279
C -1.757 0.497 2.198
O -1.193 1.030 3.096
F -2.351 1.286 1.282
O 1.311 -1.044 3.164
C 2.380 -0.078 3.345
C 1.832 1.264 3.881
H 0.007 -5.099 6.175
H 0.245 -3.465 6.790
H 1.686 -4.506 6.442
H 0.073 -4.482 4.037
H -0.005 -2.796 4.579
H 1.430 -2.931 0.357
H 1.257 -4.333 1.400
H -0.859 -3.289 2.454
H -0.979 -4.112 0.864
H -2.013 -0.633 -0.207
H -3.266 -3.443 1.181
H -2.960 -3.340 -0.502
H -5.260 -2.422 0.401
H -4.515 -1.875 -1.100
H -5.842 0.918 -0.155
H -6.465 -0.742 -0.140
H 0.567 -2.436 -1.715
H -1.015 -4.033 -1.427
H -2.359 -1.391 -2.285
H 3.095 -0.457 4.102
H 2.895 0.142 2.393
H 1.226 1.753 3.092
H 2.684 1.954 4.056
H 1.273 1.157 4.827
C -7.394 -1.128 -3.482
C -6.707 -1.402 -4.809
C -5.683 -2.450 -4.416
O -6.252 -3.194 -3.318
C -7.411 -2.505 -2.841
H -8.390 -0.695 -3.585
H -6.781 -0.448 -2.883
H -7.425 -1.821 -5.520
H -6.256 -0.519 -5.262
H -4.757 -1.987 -4.066
H -5.443 -3.128 -5.228
H -8.292 -3.082 -3.148
H -7.388 -2.457 -1.749
C -1.374 -1.780 -6.937
C -1.380 -3.269 -7.230
C -2.442 -3.771 -6.267
O -3.387 -2.707 -6.098
C -2.841 -1.508 -6.664
H -0.973 -1.174 -7.751
H -0.785 -1.581 -6.039
H -1.698 -3.445 -8.263
H -0.413 -3.750 -7.086
H -2.013 -3.995 -5.284
H -2.953 -4.663 -6.635
H -3.386 -1.295 -7.592
H -2.990 -0.677 -5.973
C 5.573 4.483 1.221
C 4.985 5.101 2.477
C 3.553 4.590 2.438
O 3.588 3.317 1.787
C 4.875 3.134 1.184
H 6.658 4.402 1.237
H 5.288 5.075 0.346
H 5.499 4.709 3.360
H 5.047 6.190 2.504
H 2.910 5.253 1.849
H 3.118 4.478 3.433
H 5.421 2.389 1.773
H 4.751 2.751 0.170
C 10.320 6.936 0.359
C 9.736 7.553 1.619
C 8.306 7.042 1.583
O 8.340 5.767 0.931
C 9.625 5.585 0.323
H 11.407 6.854 0.372
H 10.033 7.528 -0.513
H 10.252 7.160 2.499
H 9.798 8.641 1.645
H 7.661 7.705 0.996
H 7.874 6.930 2.579
H 10.174 4.840 0.910
H 9.498 5.203 -0.691
*
```

Atom charges from the Löwdin analysis, given in e for atoms 1 to 2: atom 1 (C): -0.0691, atom 2 (C): -0.2929

***

Question: The highest E belongs to which entry?
Answer: C29H56F5N3O11P3

***

Question: Among the records above, which one has the lowest E?
Answer: C29H55BCl17F5O6PS